# 1
# C43H36BrCaClN4O

C43H36BrCaClN4O as an isolated structure (ωB97M-V with the def2-TZVPD basis set, the OMol25 dataset).

```
87
Properties=species:S:1:pos:R:3:lowdin_charge:R:1
Ca -0.77 0.45 0.13 1.205
Cl -5.21 4.55 -3.36 0.628
C -4.03 3.95 -2.22 -0.676
C -2.77 4.57 -2.14 -0.092
C -1.82 4.11 -1.28 -0.015
C -2.03 2.96 -0.46 -0.386
O -1.10 2.50 0.30 -0.301
C -3.35 2.37 -0.53 -0.141
C -3.74 1.27 0.29 -0.067
N -2.90 0.51 0.92 -0.029
C -3.26 -0.58 1.73 -0.201
C -4.49 -1.19 1.78 -0.007
C -4.72 -2.31 2.61 -0.070
C -3.73 -2.83 3.39 -0.048
C -2.44 -2.24 3.36 -0.180
C -1.36 -2.72 4.13 -0.012
C -0.14 -2.12 4.05 -0.040
C 0.01 -1.01 3.19 -0.108
N -0.96 -0.53 2.45 0.043
C -2.20 -1.12 2.53 -0.181
C -4.32 2.90 -1.42 -0.074
H -2.56 5.43 -2.78 0.108
H -0.84 4.57 -1.22 0.117
H -4.81 1.11 0.40 0.126
H -5.30 -0.82 1.16 0.108
H -5.71 -2.76 2.62 0.108
H -3.90 -3.69 4.02 0.113
H -1.51 -3.58 4.78 0.120
H 0.70 -2.46 4.63 0.107
H 0.97 -0.51 3.11 0.096
H -5.30 2.43 -1.47 0.115
C 5.07 -1.74 0.62 -0.082
C 4.35 -1.32 1.90 -0.381
C 5.22 -1.68 3.12 -0.073
C 3.93 0.14 1.91 -0.200
C 3.36 0.70 3.06 -0.066
C 2.86 1.99 3.06 -0.043
C 2.92 2.80 1.93 -0.278
C 2.29 4.17 1.90 -0.041
C 3.55 2.27 0.81 -0.098
C 4.04 0.97 0.79 -0.041
H 5.28 -2.81 0.65 0.081
H 6.03 -1.21 0.53 0.091
H 4.48 -1.55 -0.27 0.054
H 3.43 -1.91 1.96 0.132
H 6.13 -1.08 3.11 0.091
H 5.49 -2.74 3.09 0.077
H 4.70 -1.50 4.07 0.063
H 3.32 0.12 3.97 0.102
H 2.40 2.38 3.97 0.114
H 2.27 4.62 2.89 0.076
H 1.26 4.10 1.53 0.078
H 2.83 4.84 1.22 0.079
H 3.66 2.89 -0.08 0.090
H 4.51 0.61 -0.11 0.103
Br 1.33 1.85 -1.64 0.854
C 0.04 2.10 -3.05 -0.555
C 0.34 3.07 -3.95 -0.152
C -0.54 3.31 -5.03 -0.087
C -1.66 2.54 -5.17 -0.041
C -1.97 1.52 -4.24 -0.174
C -3.13 0.72 -4.40 -0.056
C -3.41 -0.26 -3.50 -0.096
C -2.57 -0.45 -2.37 -0.176
C -1.44 0.29 -2.12 -0.231
C -1.12 1.28 -3.11 -0.243
H 1.24 3.67 -3.84 0.093
H -0.30 4.09 -5.75 0.100
H -2.34 2.71 -6.01 0.111
H -3.77 0.89 -5.26 0.106
H -4.29 -0.88 -3.63 0.093
H -2.87 -1.23 -1.66 0.073
N -0.36 -4.44 0.01 0.126
C -0.98 -3.27 0.33 -0.148
N -0.36 -2.22 -0.15 0.084
C 0.74 -2.73 -0.85 -0.219
C 1.73 -2.07 -1.58 -0.012
C 2.71 -2.83 -2.18 -0.092
C 2.73 -4.23 -2.05 -0.089
C 1.75 -4.91 -1.34 -0.021
C 0.76 -4.12 -0.75 -0.197
H -0.65 -5.35 0.28 0.152
H -1.90 -3.25 0.90 0.127
H 1.70 -0.99 -1.67 0.058
H 3.49 -2.34 -2.75 0.107
H 3.51 -4.80 -2.54 0.102
H 1.76 -5.99 -1.25 0.108
```

The energy above the lowest of the compared OMol25 structures with the same formula, charge and spin comes out at 0.000 eV. The calculation puts the HOMO energy at -7.10 eV. The strongest force on any atom is 2.15 eV/Å.

# 2
# C13H26ClN2O6P2Ti

C13H26ClN2O6P2Ti as an isolated structure (ωB97M-V with the def2-TZVPD basis set, the OMol25 dataset).

```
51
Properties=species:S:1:pos:R:3:lowdin_spin:R:1
Ti 0.23 -0.26 0.10 1.641
C 3.75 0.00 1.71 0.007
P 1.95 -0.18 1.91 0.052
C 1.81 -1.63 3.01 0.004
C 1.54 1.21 3.04 0.012
C 0.02 1.39 3.12 0.009
P -0.68 1.67 1.45 0.033
C -2.46 1.71 1.82 0.003
C -0.28 3.42 1.14 0.005
H 4.23 0.10 2.68 0.000
H 3.98 0.87 1.10 0.000
H 4.17 -0.88 1.21 0.000
H 2.44 -1.53 3.89 0.000
H 2.10 -2.53 2.46 0.000
H 0.77 -1.76 3.32 0.000
H 2.01 2.11 2.63 0.001
H 1.98 1.04 4.02 0.001
H -0.25 2.21 3.79 0.001
H -0.45 0.49 3.52 0.001
H -2.66 2.43 2.62 0.000
H -2.79 0.72 2.14 0.000
H -3.03 2.00 0.94 0.000
H -0.41 4.00 2.06 0.000
H -0.96 3.82 0.38 0.000
H 0.74 3.54 0.79 0.001
O 0.18 -2.46 -0.02 0.019
Cl -1.26 -2.11 0.14 0.022
O -2.11 -3.22 0.10 0.009
O -1.31 -1.34 1.39 0.013
O -1.52 -1.12 -0.94 0.024
N 4.73 0.86 -5.28 0.002
C 4.80 0.02 -4.22 0.004
O 5.74 -0.71 -3.99 0.006
C 3.63 0.04 -3.25 0.034
C 2.72 1.07 -3.15 -0.005
C 1.73 1.02 -2.18 0.039
N 1.61 -0.01 -1.32 0.014
C 2.50 -1.02 -1.44 0.041
C 3.51 -1.02 -2.38 -0.005
H 5.49 0.83 -5.94 0.000
H 3.90 1.35 -5.53 0.000
H 2.76 1.95 -3.78 -0.001
H 1.02 1.82 -2.06 0.001
H 2.39 -1.85 -0.75 0.004
H 4.22 -1.84 -2.43 -0.001
C -1.72 2.59 -2.54 0.001
O -1.36 1.70 -1.47 0.007
H -2.78 2.82 -2.51 0.000
H -1.46 2.16 -3.51 0.000
H -1.15 3.51 -2.40 0.000
H -1.91 0.91 -1.56 0.001
```

The energy above the lowest of the compared OMol25 structures with the same formula, charge and spin comes out at 4.058 eV. The calculation puts the HOMO energy (spin up / spin down) at -10.30 / -12.32 eV. Its charge is +1. Its spin multiplicity is 3. The strongest force on any atom is 2.34 eV/Å.

# 3
# C31H25BNO15P

A 6-piece molecular cluster, C31H25BNO15P overall (ωB97M-V with the def2-TZVPD basis set, the OMol25 dataset).

```
74
Properties=species:S:1:pos:R:3:lowdin_charge:R:1
N -10.59 1.02 4.37 0.210
B -9.57 0.89 3.38 -0.741
O -9.76 0.96 2.03 0.201
O -8.21 0.80 3.81 0.212
C -7.47 -0.15 3.26 -0.572
O -6.92 -0.14 2.21 0.176
O -7.37 -1.25 4.11 -0.147
P -8.46 -2.43 3.95 0.678
O -9.64 -2.04 3.17 -0.347
H -11.33 0.34 4.30 0.090
H -10.23 1.00 5.31 0.085
H -10.61 0.63 1.73 0.121
H -7.70 -3.50 3.47 0.033
H -8.70 -2.73 5.30 0.031
C -4.61 1.93 0.25 0.027
C -4.15 0.74 0.61 0.019
C -2.94 0.17 -0.03 -0.382
O -2.51 -0.92 0.30 0.106
C -2.26 0.97 -1.07 0.022
C -2.72 2.17 -1.43 0.022
C -3.94 2.75 -0.79 -0.386
O -4.36 3.84 -1.12 0.104
H -5.50 2.37 0.70 0.122
H -4.63 0.13 1.36 0.100
H -1.38 0.54 -1.53 0.108
H -2.25 2.78 -2.19 0.121
C -7.78 -2.85 -2.81 0.018
C -8.77 -1.97 -2.87 0.018
C -9.08 -1.08 -1.73 -0.378
O -9.99 -0.28 -1.78 0.105
C -8.24 -1.21 -0.51 0.030
C -7.24 -2.09 -0.45 0.023
C -6.94 -2.99 -1.60 -0.386
O -6.04 -3.80 -1.54 0.105
H -7.54 -3.52 -3.63 0.120
H -9.40 -1.85 -3.75 0.120
H -8.47 -0.54 0.31 0.096
H -6.61 -2.20 0.42 0.113
C 3.52 -0.43 -0.68 0.025
C 2.58 -0.59 -1.61 0.025
C 1.87 0.58 -2.18 -0.386
O 1.01 0.44 -3.03 0.098
C 2.24 1.93 -1.69 0.025
C 3.18 2.08 -0.76 0.024
C 3.89 0.91 -0.18 -0.391
O 4.75 1.06 0.66 0.091
H 4.05 -1.27 -0.24 0.123
H 2.28 -1.56 -1.99 0.124
H 1.72 2.76 -2.13 0.123
H 3.48 3.05 -0.39 0.127
C 8.02 2.46 -3.83 0.023
C 8.85 1.42 -3.80 0.021
C 8.85 0.47 -2.66 -0.372
O 9.61 -0.48 -2.64 0.092
C 7.89 0.73 -1.55 0.028
C 7.08 1.77 -1.57 0.033
C 7.07 2.72 -2.71 -0.379
O 6.32 3.67 -2.74 0.105
H 8.00 3.17 -4.65 0.122
H 9.55 1.21 -4.59 0.122
H 7.90 0.03 -0.72 0.104
H 6.38 1.99 -0.77 0.101
C 11.38 -2.04 0.59 0.031
C 10.37 -1.17 0.55 0.025
C 10.06 -0.28 1.69 -0.375
O 9.15 0.51 1.65 0.102
C 10.92 -0.40 2.90 0.020
C 11.93 -1.26 2.95 0.020
C 12.24 -2.15 1.80 -0.385
O 13.16 -2.94 1.84 0.106
H 11.62 -2.69 -0.24 0.125
H 9.74 -1.07 -0.33 0.083
H 10.68 0.26 3.72 0.121
H 12.57 -1.37 3.81 0.121
```

The calculation puts the HOMO energy at -10.02 eV. The strongest force on any atom is 0.77 eV/Å. The structure (SMILES) is NB(O)OC(=O)O[PH2]=O.O=C1C=CC(=O)C=C1.O=C1C=CC(=O)C=C1.O=C1C=CC(=O)C=C1.O=C1C=CC(=O)C=C1.O=C1C=CC(=O)C=C1.

> What is the formula in the second record?

C13H26ClN2O6P2Ti